A cluster of 2 separate species, C2H7ClNPS in total in a non-equilibrium geometry. Source: the OMol25 dataset; level of theory: ωB97M-V/def2-TZVPD.

Computed properties:
* total energy: -36323.751 eV
* HOMO: -9.381 eV
* charge: 0
* ΔE to the lowest compared entry with this formula, charge and spin: 1.8107 eV
* largest force on an atom: 3.65 eV Å⁻¹

```
13
C2H7ClNPS (ωB97M-V/def2-TZVPD)
H -0.73 -0.49 -1.94
S -2.43 1.21 -1.11
C 0.08 -0.85 -1.12
H 0.33 -0.82 1.04
H -1.90 2.37 2.09
H 3.50 0.81 0.16
Cl 4.10 -0.32 0.00
H 0.14 -1.91 -1.36
C -0.40 -0.66 0.32
P -1.37 0.87 0.49
H -1.12 -1.38 0.77
H 1.02 -0.39 -1.23
N -1.22 1.56 1.88
```